Below is C34H69IInO8S as an isolated structure at a distorted geometry, with properties calculated with ωB97M-V with the def2-TZVPD basis set.

Last column: Löwdin charge in e.
CARTESIAN COORDINATES (ANGSTROEM)
C  2.50  -3.58  0.45  -0.053
C  3.60  -2.82  -0.28  -0.223
O  4.38  -2.01  0.60  -0.056
C  3.74  -0.93  1.18  -0.439
O  3.34  -1.02  2.34  0.101
C  3.75  0.36  0.41  -0.116
C  3.00  0.38  -0.92  -0.293
C  1.51  0.02  -0.89  -0.271
In  0.18  1.08  0.56  0.185
S  -0.33  -0.30  2.60  0.214
I  1.17  3.58  1.36  0.169
C  -1.79  1.41  -0.44  -0.449
C  -2.24  2.88  -0.39  -0.178
C  -2.85  0.46  0.11  -0.332
C  -2.56  -1.00  -0.27  -0.131
H  2.81  -3.85  1.45  0.083
H  2.33  -4.51  -0.10  0.069
H  1.56  -3.05  0.46  0.064
H  3.19  -2.24  -1.10  0.097
H  4.29  -3.53  -0.71  0.103
H  4.79  0.57  0.18  0.126
H  3.37  1.14  1.06  0.079
H  3.08  1.39  -1.32  0.079
H  3.51  -0.26  -1.64  0.096
H  1.35  -1.05  -0.82  0.015
H  1.10  0.31  -1.86  0.033
H  0.51  -1.32  2.40  -0.316
H  -1.65  1.16  -1.49  0.070
H  -3.25  2.96  -0.81  0.046
H  -1.59  3.48  -1.02  0.052
H  -2.26  3.28  0.62  0.051
H  -3.84  0.75  -0.23  0.079
H  -2.88  0.54  1.20  0.075
H  -3.11  -1.30  -1.16  0.060
H  -1.51  -1.13  -0.49  0.040
H  -2.79  -1.67  0.56  0.059
C  -1.19  3.62  5.57  -0.167
C  -1.37  5.14  5.59  -0.176
C  -1.64  5.42  4.12  -0.219
O  -2.31  4.27  3.60  -0.155
C  -2.22  3.20  4.54  -0.198
H  -1.35  3.14  6.54  0.107
H  -0.18  3.37  5.23  0.115
H  -2.24  5.41  6.20  0.106
H  -0.50  5.68  5.97  0.106
H  -0.70  5.56  3.57  0.090
H  -2.27  6.30  3.96  0.111
H  -3.20  3.04  4.99  0.114
H  -1.93  2.29  4.00  0.105
C  7.72  -2.37  3.79  -0.166
C  6.80  -2.54  2.59  -0.168
C  7.56  -3.56  1.76  -0.197
O  8.28  -4.38  2.68  -0.150
C  8.24  -3.78  3.98  -0.214
H  7.22  -1.98  4.67  0.112
H  8.55  -1.69  3.54  0.111
H  5.84  -2.95  2.91  0.117
H  6.60  -1.62  2.05  0.109
H  8.28  -3.07  1.09  0.118
H  6.90  -4.19  1.15  0.101
H  7.57  -4.37  4.62  0.114
H  9.24  -3.82  4.42  0.111
C  -7.07  2.58  -2.73  -0.165
C  -6.84  3.97  -2.15  -0.167
C  -6.42  3.64  -0.72  -0.202
O  -5.76  2.39  -0.78  -0.158
C  -5.96  1.78  -2.05  -0.206
H  -7.02  2.54  -3.81  0.114
H  -8.05  2.20  -2.42  0.091
H  -6.03  4.47  -2.68  0.113
H  -7.72  4.62  -2.19  0.107
H  -7.29  3.55  -0.06  0.114
H  -5.74  4.38  -0.29  0.118
H  -5.03  1.84  -2.62  0.120
H  -6.22  0.73  -1.91  0.109
C  6.66  -7.51  -0.80  -0.169
C  5.63  -7.88  0.25  -0.166
C  4.77  -6.62  0.29  -0.205
O  4.80  -6.07  -1.03  -0.155
C  5.82  -6.72  -1.79  -0.205
H  7.15  -8.37  -1.26  0.108
H  7.43  -6.87  -0.37  0.112
H  5.03  -8.73  -0.08  0.112
H  6.06  -8.12  1.22  0.112
H  5.18  -5.88  0.99  0.110
H  3.73  -6.82  0.57  0.117
H  5.34  -7.38  -2.53  0.115
H  6.39  -5.96  -2.33  0.117
C  -10.60  -2.09  -3.03  -0.173
C  -10.46  -1.37  -1.69  -0.169
C  -9.53  -0.22  -2.05  -0.211
O  -9.81  0.10  -3.42  -0.146
C  -10.62  -0.92  -4.00  -0.210
H  -11.49  -2.72  -3.10  0.108
H  -9.72  -2.72  -3.21  0.114
H  -11.43  -0.99  -1.37  0.112
H  -10.06  -2.00  -0.89  0.112
H  -8.48  -0.51  -1.97  0.115
H  -9.69  0.67  -1.44  0.115
H  -11.64  -0.54  -4.14  0.115
H  -10.21  -1.18  -4.98  0.115
C  3.18  5.61  -2.24  -0.169
C  2.47  5.35  -3.56  -0.171
C  3.29  4.20  -4.13  -0.217
O  3.77  3.46  -3.02  -0.151
C  3.54  4.20  -1.81  -0.220
H  2.56  6.12  -1.50  0.109
H  4.08  6.21  -2.40  0.110
H  1.44  5.03  -3.38  0.114
H  2.44  6.22  -4.22  0.106
H  4.15  4.58  -4.70  0.111
H  2.71  3.54  -4.78  0.114
H  2.72  3.75  -1.25  0.032
H  4.44  4.16  -1.19  0.120

Results
maximum force	2.314	eV Å⁻¹
charge	-1
E_tot	-76867.548	eV
Kohn-Sham gap	6.8	eV